This record from the OMol25 dataset describes a molecular structure, C47H52ClIIrN3O2PS. The level of theory is the ωB97M-V functional and the def2-TZVPD basis.

Results
- HOMO-LUMO gap (spin up / spin down) (eV) = 5.3 / 5.3
- max |F| (hartree/bohr) = 0.019
- total charge = +2
- ΔE to the lowest compared entry with this formula, charge and spin (eV) = 1.084
- spin multiplicity = 6

```
109
Properties=species:S:1:pos:R:3:mulliken_spin:R:1
Ir -0.05864 -0.02575 -0.53464 1.876
C -0.24018 1.32825 4.20465 0.001
C 1.08481 0.86264 3.71292 0.186
N 2.05863 0.66190 4.55170 -0.096
C 3.22349 0.15155 4.13951 0.317
C 3.48624 -0.22367 2.81720 -0.019
C 4.85899 -0.78315 2.49053 0.000
O 4.82323 -1.94733 1.68290 0.001
C 2.51785 0.03491 1.84489 0.050
C 2.86225 -0.19094 0.45756 0.043
N 2.21554 0.20470 -0.58805 0.199
C 2.87401 0.16892 -1.83237 0.008
C 4.27756 0.12139 -1.90906 0.026
C 4.94184 -0.01515 -3.11175 -0.008
C 4.23312 -0.06495 -4.30172 0.024
C 2.85497 0.07762 -4.26973 -0.009
C 2.19744 0.21032 -3.05931 0.017
I 0.08998 0.50192 -3.22820 0.131
C 1.25384 0.58430 2.28293 0.103
O 0.26451 0.78514 1.54007 0.386
H -0.15412 1.64635 5.23921 0.002
H -0.96214 0.50849 4.14847 0.016
H -0.61934 2.13802 3.58074 0.011
H 3.98650 0.05705 4.90437 -0.002
H 5.39203 -0.96810 3.42475 -0.007
H 5.42819 -0.03529 1.93302 0.003
H 4.64989 -2.72069 2.23091 0.001
H 3.78474 -0.74669 0.31347 0.007
H 4.86112 0.20894 -1.00318 0.000
H 6.02168 -0.07919 -3.11575 0.000
H 4.73987 -0.17687 -5.25015 0.001
H 2.28918 0.08087 -5.19145 -0.002
N 0.03070 2.39372 -0.56873 0.179
S -0.59787 3.40353 0.50094 0.001
C -1.78349 4.43866 -0.39682 -0.008
C -1.37947 5.18528 -1.49220 0.000
C -2.33584 5.88277 -2.21248 0.000
C -3.67319 5.82763 -1.83503 0.002
C -4.06051 5.08789 -0.72785 0.009
C -3.11018 4.38440 0.00072 0.022
C 0.64315 4.65923 0.85932 0.009
C 1.97199 4.41286 0.55973 0.007
C 2.92528 5.36839 0.88647 0.000
C 2.54357 6.53954 1.52323 0.000
C 1.20785 6.76649 1.83114 0.001
C 0.24702 5.82491 1.50088 -0.003
H 0.59712 2.85306 -1.27625 0.003
H -0.33540 5.23754 -1.77899 0.000
H -2.03618 6.47511 -3.06662 0.000
H -4.41472 6.37021 -2.40619 0.000
H -5.09943 5.05441 -0.42737 0.001
H -3.39804 3.80115 0.86700 -0.017
H 2.26210 3.48496 0.08097 -0.004
H 3.96568 5.19471 0.64648 0.000
H 3.29022 7.27696 1.78518 0.000
H 0.91567 7.68029 2.33038 0.000
H -0.79680 6.00397 1.72914 0.001
C -1.67191 -1.88566 1.90395 0.027
C -0.72880 -3.01894 1.48197 -0.046
C 0.54145 -2.95938 2.34005 0.030
C -1.47114 -4.33662 1.72390 0.001
P -0.18395 -2.64898 -0.29855 0.382
C 1.30790 -3.66460 -0.60140 -0.016
C 1.49199 -4.95945 -0.11522 0.005
C 2.63144 -5.67918 -0.44068 0.000
C 3.61605 -5.11868 -1.24153 0.001
C 3.44221 -3.83585 -1.73709 -0.004
C 2.29461 -3.12540 -1.42445 0.003
C -1.40172 -3.33057 -1.58275 -0.062
C -1.83954 -4.77354 -1.33553 0.007
C -2.61848 -2.40172 -1.62542 0.089
C -0.65901 -3.29905 -2.92510 0.017
H -2.01837 -2.06629 2.92487 -0.002
H -2.54471 -1.84311 1.25140 0.005
H -1.17270 -0.91800 1.88218 0.037
H 0.26176 -2.86804 3.39299 -0.002
H 1.15775 -2.09786 2.07293 -0.017
H 1.15083 -3.85430 2.23192 0.001
H -1.49225 -4.52154 2.80056 0.001
H -1.00570 -5.19657 1.25246 -0.002
H -2.50424 -4.27239 1.38575 0.001
H 0.75674 -5.42705 0.52272 0.001
H 2.74492 -6.68825 -0.06661 0.000
H 4.50833 -5.68233 -1.47883 0.000
H 4.19745 -3.38640 -2.36946 0.000
H 2.14556 -2.14439 -1.84768 0.020
H -2.57657 -4.85708 -0.54143 0.001
H -0.99126 -5.42063 -1.11114 -0.001
H -2.30012 -5.15193 -2.25075 0.000
H -3.23546 -2.50488 -0.73043 -0.001
H -3.24357 -2.64943 -2.48573 -0.002
H -2.32415 -1.35152 -1.71249 0.001
H 0.05680 -4.11748 -2.99753 0.000
H -0.11801 -2.36892 -3.08631 -0.003
H -1.37990 -3.40811 -3.73779 -0.001
Cl -8.55856 -0.34510 -0.91372 0.036
C -6.89572 0.00523 -0.70147 0.214
C -6.25588 0.88894 -1.57645 -0.097
C -4.92519 1.17144 -1.40872 0.174
C -4.16893 0.59392 -0.34903 0.164
C -2.83148 0.93776 -0.16714 0.559
C -4.85357 -0.30508 0.51559 0.165
C -6.18379 -0.59163 0.34307 -0.093
H -6.82122 1.33757 -2.38211 -0.003
H -4.43064 1.86122 -2.08313 0.011
H -2.31228 0.66503 0.74851 -0.069
H -2.39884 1.69023 -0.81024 -0.013
H -4.31231 -0.76268 1.33468 0.017
H -6.69215 -1.27588 1.00891 -0.003
```

***

This record from the OMol25 dataset describes a molecular structure, C47H53Br9F4O15. The level of theory is the ωB97M-V functional and the def2-TZVPD basis.

Results
- HOMO-LUMO gap (eV) = 6.7
- max |F| (hartree/bohr) = 0.350

```
128
Properties=species:S:1:pos:R:3:mulliken_charge:R:1
C -8.24805 -9.56580 21.46077 -1.849
C -8.80171 -10.77195 22.27071 1.771
C -7.94487 -11.88111 22.73463 -0.953
O -8.30528 -12.05178 24.09120 0.143
C -8.99655 -10.96169 24.48871 -0.143
O -9.43580 -10.76511 25.66150 -0.661
O -9.18857 -10.13413 23.44804 -0.440
H -7.20087 -9.28457 21.57233 0.291
H -8.69455 -8.59520 21.67679 0.353
H -8.33108 -9.84192 20.40959 0.435
H -9.61720 -11.23988 21.71923 0.668
H -6.86368 -11.78828 22.63206 0.614
H -8.26283 -12.74964 22.15786 0.615
C -5.65843 -12.99542 23.36914 -1.202
C -5.84536 -14.28467 22.58169 0.003
C -7.11411 -15.10149 22.81496 -0.717
O -7.51244 -15.27827 21.47099 0.218
C -6.85532 -14.41577 20.62088 -0.376
O -7.19200 -14.21850 19.44984 -1.141
O -5.90849 -13.79577 21.25433 0.589
H -6.47621 -12.28407 23.25370 1.086
H -4.75319 -12.46670 23.07067 0.530
H -5.51109 -13.26208 24.41569 0.004
H -5.08202 -15.06156 22.62467 -1.570
H -7.84475 -14.42463 23.25782 -0.234
H -6.98443 -16.03283 23.36622 -0.841
C -7.15651 -17.11002 19.82055 -0.543
C -8.27263 -16.14449 19.32176 2.457
C -8.00438 -15.25118 18.14426 1.103
O -9.04877 -15.52801 17.27404 -0.520
C -9.73669 -16.64543 17.68933 0.270
O -10.66432 -17.15448 16.99744 -0.689
O -9.35546 -16.99861 18.90109 -0.649
H -6.88179 -17.68206 18.93432 0.802
H -7.47934 -17.84572 20.55717 -0.949
H -6.25986 -16.60452 20.17916 -0.641
H -8.64115 -15.52226 20.13732 -0.547
H -6.98882 -15.48764 17.82674 -1.069
H -8.08899 -14.20228 18.42844 0.627
C -9.98562 -16.96109 25.54145 -1.188
C -8.84730 -16.27551 26.25685 0.261
C -7.51378 -16.93997 26.42103 -0.074
O -6.60249 -15.94386 26.00597 -0.570
C -7.22793 -14.92118 25.35179 0.941
O -6.76601 -14.01179 24.70115 0.106
O -8.57572 -15.14697 25.46696 -0.363
H -10.35123 -17.86710 26.02477 0.570
H -9.85727 -17.14641 24.47502 0.363
H -10.90651 -16.38692 25.64336 0.398
H -9.15189 -16.02525 27.27307 0.476
H -7.39974 -17.85059 25.83292 0.066
H -7.28639 -17.22216 27.44902 0.551
C -7.57679 -9.62093 25.99011 -2.042
C -6.24758 -10.28775 26.00802 0.795
C -6.20256 -11.74001 25.50893 -0.021
O -5.11031 -11.73039 24.63421 0.337
C -4.59893 -10.53182 24.50171 0.146
O -3.57945 -10.26247 23.91317 -0.573
O -5.31814 -9.64139 25.25038 -0.400
H -7.92752 -9.28652 25.01377 0.436
H -7.56541 -8.65513 26.49527 0.511
H -8.34832 -10.23424 26.45560 0.475
H -5.74882 -10.20562 26.97374 0.406
H -7.16355 -11.81700 25.00034 -0.189
H -6.12236 -12.37362 26.39222 0.378
F -3.52460 -18.49201 25.00711 -0.465
C -3.44526 -17.13587 24.89948 1.055
C -4.40377 -16.29428 25.33411 -1.801
C -4.22859 -14.88450 25.27889 -0.157
C -3.06424 -14.31305 24.77110 -1.405
C -2.12054 -15.18265 24.21063 -0.318
C -2.31842 -16.53978 24.30678 -0.658
H -5.19787 -16.80139 25.86198 1.113
H -5.03081 -14.31550 25.72507 0.407
H -2.84655 -13.25582 24.73572 1.523
H -1.26630 -14.80053 23.67150 0.354
H -1.54503 -17.25218 24.06027 0.485
F -6.72574 -14.92960 14.72792 -0.371
C -6.11053 -14.91296 15.87761 0.428
C -5.18443 -15.91840 16.18026 -0.662
C -4.56360 -16.01424 17.43127 -1.071
C -4.92029 -15.05737 18.37512 1.143
C -5.78196 -13.97950 18.09120 -0.114
C -6.41877 -13.93277 16.84236 -0.830
H -5.00532 -16.67203 15.42769 0.427
H -3.79295 -16.71770 17.70991 0.499
H -4.46100 -15.01831 19.35180 0.029
H -5.95745 -13.28251 18.89731 -0.012
H -7.13977 -13.14214 16.69582 0.487
F -8.89407 -14.14410 23.51514 0.206
C -9.47264 -14.41512 22.38766 -1.478
C -9.46297 -13.59647 21.25854 0.697
C -10.11357 -13.90246 20.05090 -0.875
C -10.79108 -15.11519 19.99628 -1.008
C -10.92013 -15.96218 21.10849 -0.779
C -10.19204 -15.59517 22.24374 -1.051
H -8.84334 -12.71194 21.26738 -0.770
H -10.08278 -13.19806 19.23281 0.583
H -11.26355 -15.41716 19.07324 0.576
H -11.55837 -16.83168 21.05355 0.667
H -10.34818 -16.27259 23.07026 2.612
F -7.48322 -19.24548 24.72342 -0.525
C -6.55236 -18.74391 23.86386 0.416
C -6.30615 -19.48711 22.74113 -1.113
C -5.44335 -18.99989 21.73474 -0.795
C -4.74009 -17.83703 21.93780 -1.350
C -5.11126 -17.02722 23.05388 1.669
C -5.96686 -17.50104 24.06936 -0.224
H -6.90715 -20.36729 22.56649 0.846
H -5.28954 -19.65402 20.88925 0.453
H -3.96572 -17.44632 21.29430 0.659
H -4.56417 -16.10284 23.16629 0.023
H -6.19023 -16.92857 24.95749 0.548
C -1.99597 -12.68308 22.42418 -0.445
Br -1.98943 -11.47028 20.89142 -0.087
Br -0.40089 -13.86897 22.34404 -0.182
Br -3.62577 -13.82512 22.45443 -0.045
H -1.94567 -12.13419 23.36456 0.693
C -4.75429 -10.79754 20.61089 -0.785
Br -5.85079 -9.58974 19.51121 -0.131
Br -4.32346 -12.37535 19.57844 0.179
Br -5.54472 -11.12349 22.36774 -0.161
H -3.79020 -10.29941 20.71343 0.758
C -9.28460 -17.70939 21.98540 0.503
Br -8.36735 -19.20892 21.05295 -0.066
Br -8.13848 -17.06233 23.38451 0.864
Br -11.07984 -18.22610 22.64720 -0.006
H -9.39628 -16.96730 21.19488 0.198
```

***

This record from the OMol25 dataset describes a molecular structure, C47H53BrN5O5PPbS2. The level of theory is the ωB97M-V functional and the def2-TZVPD basis.

Results
- HOMO-LUMO gap (eV) = 6.1
- max |F| (hartree/bohr) = 0.047
- ΔE to the lowest compared entry with this formula, charge and spin (eV) = 1.959

```
115
Properties=species:S:1:pos:R:3:mulliken_charge:R:1
Pb 2.97580 -21.27768 -7.01214 1.555
C 5.91727 -24.02423 -3.77996 -1.004
C 5.01062 -25.09166 -3.83418 -0.472
C 3.75122 -24.90069 -4.31521 -0.852
C 3.33212 -23.56245 -4.60878 0.615
N 4.24013 -22.56726 -4.74901 -0.181
C 5.49718 -22.86004 -4.39805 -0.003
C 1.91472 -23.22976 -4.51452 0.976
C 1.02323 -24.10840 -3.85232 -0.773
C -0.30062 -23.75230 -3.67760 -0.955
C -0.67151 -22.48646 -4.18183 -0.464
C 0.21902 -21.67373 -4.85280 0.678
N 1.51512 -22.04062 -4.96432 0.076
C -0.24906 -20.45285 -5.51326 0.291
C -1.66218 -20.18904 -5.60027 -0.455
C -2.04914 -18.91213 -6.01905 -0.648
C -1.08237 -18.00723 -6.40542 -0.933
C 0.22400 -18.45468 -6.49871 -0.040
N 0.65090 -19.61096 -5.98701 0.039
H 6.93733 -24.06566 -3.38183 0.396
H 5.28463 -26.07777 -3.45070 0.428
H 3.02636 -25.69333 -4.56016 0.480
H 6.19618 -22.02891 -4.51929 0.374
H 1.41997 -25.08569 -3.53787 0.356
H -1.03431 -24.45908 -3.25766 0.436
H -1.70513 -22.12656 -4.08255 0.370
H -2.44043 -20.94881 -5.36433 0.050
H -3.10995 -18.63096 -6.00118 0.407
H -1.30106 -16.98357 -6.71447 0.408
H 0.95995 -17.76823 -6.87384 0.420
O 4.63873 -24.96428 -7.28929 -0.696
C 4.86288 -23.99937 -8.01043 0.463
O 3.97938 -23.07203 -8.34315 -0.495
C 6.23876 -23.76228 -8.71446 -1.096
P 6.15119 -21.93011 -9.06755 1.659
C 5.98315 -21.82088 -10.85682 0.025
C 5.04035 -22.67450 -11.47657 -0.554
C 4.92933 -22.68857 -12.85421 -0.543
C 5.68867 -21.82714 -13.63301 -0.579
C 6.55101 -20.87815 -13.04187 -0.780
C 6.70796 -20.94467 -11.65735 -0.433
C 7.77931 -21.42135 -8.65066 0.035
C 7.92481 -20.83109 -7.38900 -0.095
C 9.17135 -20.45931 -6.91719 -0.729
C 10.28880 -20.71695 -7.65803 -0.600
C 10.15666 -21.31270 -8.93925 -0.679
C 8.91163 -21.71715 -9.38242 -0.228
H 6.29677 -24.37759 -9.61358 0.445
H 7.08917 -24.01713 -8.06268 0.401
H 4.43342 -23.29962 -10.81467 0.198
H 4.19533 -23.35288 -13.29569 0.451
H 5.55302 -21.82169 -14.71377 0.330
H 7.15784 -20.16403 -13.65041 0.370
H 7.39387 -20.28878 -11.15535 0.502
H 7.05890 -20.71910 -6.73599 0.024
H 9.20935 -19.93734 -5.95520 0.413
H 11.31040 -20.58046 -7.28869 0.349
H 11.03975 -21.54820 -9.54002 0.385
H 8.79520 -22.28612 -10.27302 0.582
C -3.10913 -25.62986 -8.14383 -0.895
C -2.92577 -24.58517 -7.04181 -0.814
N -1.79105 -23.69093 -7.26854 0.118
C -1.69769 -22.82576 -8.29900 -0.477
S -0.18443 -22.28435 -8.75428 0.054
N -2.86885 -22.33041 -8.78639 -0.011
C -2.95529 -21.45364 -9.90618 -0.720
C -2.65672 -22.16895 -11.20981 -0.977
H -3.89905 -26.37060 -7.83623 0.386
H -2.17346 -26.19125 -8.34003 0.266
H -3.48770 -25.16505 -9.09300 0.187
H -2.66577 -25.09039 -6.11340 0.435
H -3.80152 -23.96654 -6.89767 0.335
H -0.86603 -23.96876 -6.94859 0.175
H -3.75489 -22.75953 -8.51746 0.286
H -2.28221 -20.60603 -9.70789 0.293
H -3.97448 -21.04304 -9.93145 0.373
H -1.67227 -22.66550 -11.09007 0.243
H -2.61216 -21.49691 -12.07801 0.398
H -3.40410 -22.94974 -11.42571 0.313
Br 7.74670 -16.02095 -9.90652 -0.196
C 6.93660 -16.25844 -8.19284 -0.037
C 7.39101 -15.64265 -7.04122 -0.318
C 6.93183 -16.13314 -5.80751 -0.572
C 6.06527 -17.19705 -5.74846 -0.229
C 5.48335 -17.69714 -6.91114 -0.084
C 5.86677 -17.16523 -8.14386 -0.172
C 4.63955 -18.96780 -6.90273 0.810
O 4.79222 -19.80434 -5.97215 -0.974
O 3.78847 -19.13890 -7.82826 -0.467
H 8.10167 -14.80806 -7.05435 0.401
H 7.35507 -15.75710 -4.88406 0.384
H 5.72353 -17.62837 -4.80275 0.343
H 5.37603 -17.57332 -9.02783 0.392
C 4.20266 -16.81313 -11.90379 -0.833
C 2.77169 -16.41293 -12.26976 -0.275
C 1.79956 -16.58083 -11.12131 -0.984
S 1.46099 -18.40013 -10.87042 0.541
O 2.68779 -19.22717 -10.91376 -0.452
C 0.48741 -18.61832 -12.45205 -0.964
C 1.13745 -19.58754 -13.43157 -0.394
C 1.02676 -21.05582 -13.02160 -0.623
H 4.92798 -16.52471 -12.68824 0.394
H 4.32858 -17.88091 -11.72000 0.154
H 4.57311 -16.33238 -10.97516 0.151
H 2.46072 -16.97958 -13.17131 0.110
H 2.74527 -15.39294 -12.64613 0.459
H 0.84843 -16.10848 -11.29921 0.425
H 2.19436 -16.22223 -10.16237 0.434
H 0.33301 -17.59833 -12.85999 0.417
H -0.48219 -19.01355 -12.06079 0.414
H 2.18909 -19.27189 -13.57112 0.116
H 0.67294 -19.47199 -14.40902 0.494
H 1.68455 -21.26324 -12.18374 0.083
H 1.36074 -21.72609 -13.84410 0.361
H -0.01936 -21.30096 -12.74591 0.024
```